Record 1
Entry from OMol25: C17H20Cl2NOS4Tc as an isolated structure in a non-equilibrium geometry (the ωB97M-V functional and the def2-TZVPD basis).

**Gap between HOMO and LUMO (spin up / spin down)**: 6.9 / 3.1 eV
**HOMO (spin up / spin down)**: -17.070 / -17.030 eV
**Net charge**: +3
**2S+1**: 4
**Energy**: -3382.6180 a.u.

Each line ends with the natural charge from an NBO analysis.
Positions of all 46 atoms, in Å:
Tc (-0.103396, 0.553872, 0.172504)  0.295
C (-2.979213, 0.658786, -1.622372)  -0.480
C (-2.629120, 2.182742, -1.536630)  -0.499
S (-0.826829, 2.473554, -0.900137)  0.450
C (-1.122753, 3.519870, 0.670263)  -0.503
C (-1.769802, 2.786445, 1.844862)  -0.555
S (-0.750636, 1.312731, 2.337078)  0.527
C (-1.839383, 0.085406, 3.051111)  -0.560
C (-1.166152, -1.294695, 2.875286)  -0.526
S (0.033224, -1.303703, 1.450477)  0.519
C (-0.954119, -2.542500, 0.447183)  -0.538
C (-2.029237, -1.974488, -0.448366)  -0.527
S (-2.254060, -0.143131, -0.050401)  0.440
H (-2.574262, 0.161395, -2.518052)  0.242
H (-4.029948, 0.515695, -1.663729)  0.278
H (-3.293295, 2.621599, -0.744708)  0.250
H (-2.659803, 2.822795, -2.461900)  0.304
H (-1.704816, 4.400595, 0.325669)  0.291
H (-0.062116, 3.880323, 0.927702)  0.286
H (-2.841397, 2.565949, 1.683100)  0.257
H (-1.724014, 3.472841, 2.766752)  0.302
H (-2.748450, 0.088723, 2.457218)  0.251
H (-1.993095, 0.354755, 4.110223)  0.299
H (-1.994230, -2.064406, 2.811660)  0.283
H (-0.549906, -1.641163, 3.705884)  0.282
H (-1.375187, -3.376371, 1.093805)  0.293
H (-0.117986, -2.916689, -0.208763)  0.255
H (-3.045197, -2.497905, -0.520726)  0.302
H (-1.582203, -2.078139, -1.488198)  0.245
Cl (4.348299, 1.000743, 2.396543)  0.272
C (3.922958, 0.353818, 0.898890)  -0.054
C (4.864153, -0.406626, 0.237324)  -0.043
C (4.624658, -1.176780, -0.906628)  -0.021
Cl (5.989558, -1.942593, -1.653803)  0.167
C (3.308382, -1.264174, -1.336111)  -0.095
C (2.942282, -1.932627, -2.541009)  0.002
C (1.630814, -1.799168, -3.030860)  -0.268
C (0.716796, -0.860532, -2.485639)  0.165
N (1.056623, -0.254547, -1.302080)  -0.497
C (2.357302, -0.319219, -0.825896)  0.151
C (2.633746, 0.548133, 0.256015)  0.267
O (1.763021, 1.422495, 0.699946)  -0.582
H (5.859240, -0.374523, 0.665489)  0.280
H (3.685550, -2.574720, -3.003765)  0.281
H (1.229088, -2.496639, -3.784524)  0.281
H (-0.245089, -0.547925, -2.850686)  0.230

Cartesian forces, eV/Å:
Tc 1.805 1.945 0.355
C 1.950 0.721 -0.242
C 0.281 0.131 1.040
S -1.599 1.407 0.458
C 1.397 0.496 -0.394
C -0.200 1.189 1.450
S 0.087 1.770 -0.267
C 0.094 -0.358 0.210
C -0.567 -0.020 0.780
S -1.512 -3.344 0.814
C 1.171 -1.506 0.220
C -0.785 0.234 -2.182
S -1.827 -1.201 -2.109
H 0.168 0.159 0.445
H -1.034 -0.128 0.358
H 0.647 -0.122 -0.842
H -0.288 -1.118 0.734
H 0.252 -0.534 0.405
H -1.521 -0.536 -0.409
H 0.564 -0.328 0.026
H -0.143 -0.815 -1.417
H -0.286 0.123 0.453
H -0.144 -0.251 -0.492
H 1.165 0.732 -0.515
H -0.073 0.474 0.198
H 0.989 1.080 -0.574
H -1.055 -0.186 0.693
H 1.471 0.706 0.697
H -0.947 0.659 0.989
Cl -0.364 0.139 -0.379
C -2.771 1.063 -0.313
C 1.824 -1.137 -0.474
C 0.893 -0.289 0.661
Cl -0.966 0.260 0.311
C 0.125 1.387 -1.834
C -1.731 -0.227 0.208
C -0.149 -0.463 -0.411
C 2.120 -0.298 2.236
N 0.609 -0.187 -1.299
C -0.615 -0.376 0.447
C 1.932 0.144 1.294
O -1.240 -1.425 -0.495
H 0.181 -0.104 -0.223
H -0.311 -0.119 -0.111
H 0.628 0.772 -0.076
H -0.226 -0.522 -0.425


Record 2
Entry from OMol25: one molecule with the formula C17H20F3N3O4S2 in a non-equilibrium geometry (the ωB97M-V functional and the def2-TZVPD basis).

**Gap between HOMO and LUMO**: 8.7 eV
**HOMO**: -8.591 eV
**Relative energy (zero: lowest compared OMol25 entry of this formula, charge and spin)**: 3.5 kcal per mole
**Structure (SMILES)**: CCOC(=O)C1CCN(S(=O)(=O)c2ccc(-c3cc(C(F)(F)F)n(C)n3)s2)CC1
**Energy**: -2221.0203 a.u.

Each line ends with the natural charge from an NBO analysis.
Positions of all 49 atoms, in Å:
C (3.938261, -0.782128, 6.161688)  -0.634
C (2.600780, -1.008560, 5.472829)  -0.075
O (2.659113, -0.653054, 4.088549)  -0.517
C (3.141206, -1.567815, 3.244577)  0.806
O (3.515687, -2.659970, 3.581635)  -0.606
C (3.195339, -1.040048, 1.815815)  -0.325
C (3.290170, -2.201001, 0.821352)  -0.400
C (1.967492, -2.961096, 0.771988)  -0.234
N (0.896829, -2.044807, 0.435867)  -0.683
S (-0.528500, -2.721985, -0.109922)  2.346
O (-1.542883, -2.700709, 0.903739)  -0.934
O (-0.218858, -3.952203, -0.770223)  -0.928
C (-0.976762, -1.532560, -1.345223)  -0.556
C (-0.516576, -1.460166, -2.626138)  -0.201
C (-1.064239, -0.378544, -3.335581)  -0.225
C (-1.937005, 0.362781, -2.579858)  -0.200
C (-2.677896, 1.522315, -2.992348)  0.065
C (-3.605330, 2.268924, -2.236091)  -0.262
C (-4.028518, 3.258343, -3.097964)  0.004
C (-5.004513, 4.357992, -2.888103)  0.970
F (-6.036138, 4.306174, -3.754900)  -0.322
F (-4.452058, 5.577293, -3.058609)  -0.323
F (-5.526984, 4.338728, -1.661277)  -0.306
N (-3.372655, 3.076569, -4.273343)  -0.114
C (-3.483739, 3.857108, -5.472178)  -0.419
N (-2.563563, 2.039897, -4.215395)  -0.224
S (-2.089655, -0.281763, -0.972289)  0.500
C (0.722693, -0.998381, 1.417729)  -0.229
C (1.993089, -0.154497, 1.476582)  -0.401
H (3.842641, -0.999200, 7.221556)  0.218
H (4.691534, -1.439399, 5.734520)  0.223
H (4.256294, 0.250243, 6.037255)  0.210
H (1.824842, -0.367321, 5.895693)  0.190
H (2.305194, -2.059195, 5.556635)  0.201
H (4.110509, -0.437577, 1.760081)  0.241
H (4.080792, -2.885653, 1.128030)  0.238
H (3.520292, -1.807322, -0.169030)  0.211
H (1.979807, -3.731504, 0.001376)  0.241
H (1.782297, -3.440372, 1.742963)  0.192
H (0.177664, -2.175481, -3.025871)  0.244
H (-0.844131, -0.140457, -4.359420)  0.240
H (-3.911391, 2.101337, -1.225224)  0.243
H (-3.199397, 4.893623, -5.283245)  0.220
H (-4.506093, 3.832381, -5.853066)  0.221
H (-2.809819, 3.420357, -6.205423)  0.240
H (-0.131941, -0.391694, 1.113445)  0.220
H (0.500404, -1.424928, 2.406202)  0.191
H (1.877975, 0.632234, 2.221004)  0.233
H (2.157741, 0.303088, 0.499610)  0.214

Cartesian forces, eV/Å:
C -0.250 -0.027 -0.329
C 0.107 -0.253 0.481
O -0.088 0.304 -0.053
C 0.175 0.019 -0.316
O 0.025 -0.126 0.114
C 0.040 0.004 -0.081
C -0.149 -0.044 0.246
C 0.404 -0.557 -0.137
N -0.734 -0.470 -0.371
S 0.182 0.463 -0.435
O 0.076 0.254 0.039
O 0.273 0.025 -0.063
C -0.138 -0.196 0.435
C 0.046 -0.275 0.334
C -0.303 0.284 0.236
C 0.510 -0.780 0.382
C -0.710 0.944 -0.114
C 0.008 0.231 -0.445
C 0.198 -0.326 0.160
C -0.312 0.436 -0.032
F 0.013 -0.176 -0.116
F 0.204 -0.026 -0.035
F 0.111 -0.227 0.151
N -0.448 0.114 0.825
C -0.025 0.336 -0.574
N 0.595 -0.662 -0.145
S 0.037 0.132 -0.638
C -0.118 0.599 0.195
C -0.090 -0.110 0.080
H 0.015 -0.013 0.132
H 0.067 -0.042 0.020
H 0.039 0.091 0.043
H 0.063 -0.104 -0.073
H -0.040 0.195 -0.008
H -0.062 -0.038 0.048
H -0.007 0.014 -0.069
H 0.022 0.009 -0.031
H 0.164 -0.033 0.149
H 0.026 -0.024 -0.065
H 0.155 -0.149 -0.103
H 0.028 0.039 -0.201
H -0.147 0.042 0.243
H -0.005 -0.087 -0.014
H 0.084 -0.016 0.025
H -0.050 0.029 0.064
H 0.082 0.104 0.173
H -0.049 0.034 -0.041
H -0.015 0.015 -0.079
H -0.008 0.043 -0.005


Record 3
Entry from OMol25: C17H20FN3O10P2W as an isolated structure (the ωB97M-V functional and the def2-TZVPD basis).

**Gap between HOMO and LUMO**: 7.1 eV
**HOMO**: -14.275 eV
**Net charge**: +2
**Energy**: -2425.8621 a.u.

Each line ends with the Mulliken charge.
Positions of all 54 atoms, in Å:
W (-2.876826, -3.539917, 0.300167)  1.995
O (-3.704304, -2.025476, -3.099923)  -0.493
P (-2.943514, -1.797739, -1.762577)  0.697
O (-2.333875, -0.478233, -1.614657)  -0.379
O (-2.032847, -3.061903, -1.437861)  -0.575
O (-4.111957, -5.005729, -0.851782)  -0.553
P (-3.592056, -5.827757, 0.333060)  0.874
O (-4.043230, -7.264381, 0.609211)  -0.475
O (-2.082449, -5.553954, 0.296305)  -0.571
O (-3.928220, -4.698662, 1.459261)  -0.493
H (-4.049592, -2.917660, -3.249152)  0.366
H (-4.945931, -7.544567, 0.395375)  0.403
F (3.461091, -1.392509, 0.018932)  -0.323
C (2.290730, -0.809248, 0.304905)  0.387
C (1.242691, -1.598279, 0.648836)  -0.526
C (0.023538, -1.004517, 1.015460)  0.987
C (-1.121984, -1.758478, 1.323265)  1.135
O (-1.180718, -3.082970, 1.135974)  -0.982
C (-2.281785, -1.139667, 1.742787)  0.315
C (-2.351292, 0.237322, 1.724560)  -0.436
N (-1.324807, 0.978263, 1.317075)  0.288
C (-1.512059, 2.418072, 1.146436)  -0.467
C (-2.802647, 2.916815, 0.577489)  -1.057
C (-1.558051, 2.954790, -0.254860)  -0.317
C (-0.101961, 0.399118, 0.996630)  -0.283
C (0.986794, 1.182051, 0.602113)  -0.707
C (2.199799, 0.607300, 0.254161)  -0.880
N (3.267114, 1.406882, -0.148358)  0.189
C (3.558077, 2.662805, 0.527164)  -0.741
C (3.705796, 3.770975, -0.519753)  -0.748
N (4.248407, 3.153067, -1.787393)  -0.140
C (5.207292, 2.039300, -1.482622)  -0.778
C (4.432728, 0.871466, -0.856386)  -0.707
C (-3.432807, -2.080719, 1.855466)  -0.122
O (-4.415888, -1.967278, 2.500005)  -0.406
O (-3.943327, -2.156806, -0.514917)  -0.483
H (1.356141, -2.674177, 0.665099)  0.648
H (-3.262977, 0.760423, 1.977701)  0.760
H (-1.030020, 2.992640, 1.926600)  0.545
H (-3.189786, 3.835906, 0.991931)  0.255
H (-3.553972, 2.197022, 0.282853)  0.382
H (-1.084713, 3.908350, -0.443689)  0.307
H (-1.498346, 2.224547, -1.053082)  0.235
H (0.867262, 2.252262, 0.532300)  0.796
H (4.478487, 2.565933, 1.111799)  0.362
H (2.771254, 2.922955, 1.228288)  0.472
H (4.402179, 4.543352, -0.200007)  0.392
H (2.753659, 4.232237, -0.773633)  0.433
H (4.696572, 3.866906, -2.363479)  0.357
H (3.470997, 2.774222, -2.331132)  0.380
H (5.957796, 2.451106, -0.811140)  0.370
H (5.698466, 1.737773, -2.404469)  0.393
H (5.119594, 0.326676, -0.205716)  0.388
H (4.095478, 0.190084, -1.634594)  0.533

Cartesian forces, eV/Å:
W -0.058 -0.126 -0.423
O -0.017 0.009 -0.031
P 0.094 -0.182 0.366
O -0.019 0.026 -0.073
O -0.008 0.146 0.067
O 0.071 0.065 0.028
P 0.103 0.324 0.005
O 0.036 -0.037 -0.007
O 0.038 -0.127 0.080
O -0.057 -0.027 0.049
H -0.011 -0.015 -0.010
H -0.030 0.011 -0.001
F 0.001 -0.006 0.014
C -0.001 -0.031 -0.028
C -0.001 -0.024 0.007
C 0.093 0.048 -0.048
C -0.127 -0.102 -0.033
O -0.079 -0.098 -0.066
C 0.170 0.231 -0.017
C 0.014 0.125 -0.035
N -0.059 0.000 0.004
C 0.027 0.002 0.036
C -0.023 -0.001 -0.006
C 0.008 -0.028 -0.018
C -0.020 -0.066 0.000
C 0.038 0.046 0.008
C -0.049 0.028 -0.008
N 0.033 -0.025 0.006
C 0.034 -0.016 -0.028
C -0.042 -0.006 0.050
N 0.007 -0.002 -0.011
C 0.014 -0.048 0.027
C -0.010 0.054 -0.004
C -0.210 -0.267 0.052
O 0.013 0.076 0.024
O 0.035 -0.006 0.054
H 0.006 0.006 -0.001
H 0.003 0.003 0.001
H -0.007 0.004 0.003
H 0.000 -0.003 0.000
H 0.009 -0.003 -0.005
H 0.001 -0.001 0.005
H -0.010 0.007 0.003
H -0.014 -0.015 0.005
H -0.004 -0.002 0.006
H 0.000 0.012 -0.006
H 0.013 0.001 -0.013
H 0.005 0.005 -0.015
H -0.003 0.000 -0.004
H -0.002 0.006 -0.006
H -0.005 0.026 -0.001
H -0.003 0.005 -0.006
H 0.004 -0.015 0.008
H 0.003 0.013 -0.008


Record 4
Entry from OMol25: C17H20GeN3O4Ti as an isolated structure (the ωB97M-V functional and the def2-TZVPD basis).

**Gap between HOMO and LUMO**: 7.4 eV
**HOMO**: -12.567 eV
**Net charge**: +1
**Energy**: -4051.2644 a.u.

Each line ends with the natural charge from an NBO analysis.
Positions of all 46 atoms, in Å:
Ti (-0.163780, 0.095445, -0.420093)  1.735
C (-2.425728, -0.915961, 4.799214)  -0.151
C (-1.321516, -0.099814, 5.018989)  -0.194
C (-0.369412, 0.059412, 4.031355)  -0.204
C (-0.539511, -0.598751, 2.813257)  0.119
C (-1.648035, -1.406859, 2.581292)  -0.216
C (-2.585025, -1.571318, 3.586530)  -0.184
N (0.418607, -0.415917, 1.769529)  -0.185
N (1.573951, -0.186687, 2.161465)  -0.096
C (2.497132, 0.123123, 1.137623)  0.292
C (3.820793, 0.237646, 1.508397)  -0.191
C (4.753792, 0.543364, 0.528677)  -0.109
C (4.315153, 0.733003, -0.770086)  -0.224
C (2.964553, 0.608758, -1.049814)  0.104
N (2.054924, 0.301980, -0.117653)  -0.529
H (-3.170972, -1.030523, 5.574545)  0.235
H (-1.211414, 0.422232, 5.959290)  0.236
H (0.482181, 0.707402, 4.180913)  0.239
H (-1.778753, -1.909649, 1.634982)  0.232
H (-3.446840, -2.201325, 3.417220)  0.237
H (4.090861, 0.088514, 2.543563)  0.260
H (5.801627, 0.638337, 0.778243)  0.249
H (4.999745, 0.983630, -1.567241)  0.252
H (2.594461, 0.769681, -2.050281)  0.223
O (-3.921326, 0.459144, 0.521451)  -0.449
C (-2.779989, 0.611991, 0.265625)  0.679
O (-1.937299, -0.335508, -0.219489)  -0.738
C (-1.985081, 1.944349, 0.463004)  0.674
O (-2.421101, 2.941743, 0.910668)  -0.434
O (-0.689139, 1.752383, 0.061197)  -0.690
C (1.569187, -2.558182, -3.650074)  -1.073
Ge (0.038890, -1.993244, -2.596090)  1.586
C (0.328702, -2.648859, -0.734205)  -1.125
C (-1.686166, -2.621799, -3.214728)  -1.078
C (0.035963, -0.014421, -2.416536)  -1.249
H (1.631679, -3.645605, -3.679376)  0.249
H (2.495453, -2.173774, -3.221264)  0.231
H (1.482089, -2.189884, -4.671490)  0.250
H (0.336385, -3.738006, -0.812304)  0.284
H (-0.469744, -2.440054, -0.015616)  0.239
H (1.296099, -2.373418, -0.305164)  0.236
H (-1.724041, -3.710803, -3.210968)  0.248
H (-1.872317, -2.275119, -4.230634)  0.250
H (-2.478123, -2.243983, -2.568081)  0.249
H (-0.891759, 0.397895, -2.826237)  0.279
H (0.878344, 0.427335, -2.943307)  0.251

Cartesian forces, eV/Å:
Ti 0.047 0.028 0.008
C 0.011 0.003 0.003
C -0.009 -0.009 -0.002
C -0.011 0.009 0.015
C 0.022 0.032 -0.003
C 0.003 -0.008 -0.011
C -0.010 -0.005 0.011
N 0.040 -0.025 0.015
N -0.063 0.014 0.000
C 0.032 -0.039 -0.009
C -0.006 0.001 0.012
C 0.000 0.009 -0.052
C 0.029 0.006 0.023
C -0.084 -0.001 0.009
N 0.048 -0.034 -0.026
H -0.004 -0.003 -0.002
H 0.004 0.002 -0.001
H 0.002 -0.003 -0.009
H -0.003 -0.001 -0.003
H 0.003 -0.004 -0.007
H -0.012 -0.003 0.004
H 0.000 -0.001 0.003
H 0.004 0.003 0.005
H 0.016 -0.003 -0.005
O 0.008 0.031 0.003
C -0.009 -0.021 -0.005
O -0.018 -0.050 -0.041
C -0.056 0.054 0.053
O 0.006 -0.005 -0.020
O 0.015 0.016 -0.023
C 0.034 0.014 0.005
Ge -0.004 0.029 0.044
C 0.018 -0.025 0.029
C -0.025 -0.012 -0.011
C -0.027 -0.052 -0.021
H -0.009 -0.003 0.002
H 0.000 -0.003 -0.001
H -0.007 -0.001 -0.001
H 0.001 0.002 -0.009
H -0.005 0.002 -0.009
H 0.001 0.003 -0.008
H 0.010 -0.002 0.004
H 0.004 0.002 0.002
H 0.006 0.003 0.004
H 0.005 0.026 0.018
H -0.007 0.024 0.010


Question: Look up the energy of the third one.
Answer: -2425.8621 a.u.


Question: energy of number 4 (C17H20GeN3O4Ti)?
Answer: -4051.2644 a.u.